This record from OMol25 describes C30H16BBrCl3F4MnO3P as an isolated structure at a distorted geometry. The level of theory is ωB97M-V/def2-TZVPD.

Output
⟨S²⟩ = 8.764
Relative energy (zero: lowest compared OMol25 entry of this formula, charge and spin) = 22.5 kcal/mol
Energy = -7249.8330 Eh
HOMO (alpha / beta) = -7.213 / -7.678 eV
2S+1 = 6
Frontier orbital gap (alpha / beta) = 6.491 / 6.881 eV

Cartesian coordinates (Å):
C: -3.62 2.84 0.47
H: 3.12 1.96 -4.87
H: 2.55 2.79 0.67
C: -4.03 4.15 0.42
C: 2.86 1.59 -3.89
C: 3.70 1.83 -2.82
F: 5.48 -3.29 -0.12
C: -5.83 -3.60 0.50
C: 2.38 0.17 2.82
O: -2.98 -1.38 -0.05
C: 2.89 0.78 3.95
C: 1.69 0.87 -3.71
C: 3.19 2.81 2.72
H: 3.49 3.85 2.68
H: 3.73 2.57 4.78
C: 2.30 0.88 1.61
H: -5.03 4.41 0.73
C: 2.67 2.22 1.58
H: 4.62 2.38 -2.97
H: -5.11 -1.94 1.68
F: 4.45 -0.79 -0.01
H: -6.35 -5.18 -0.85
Br: -0.26 -2.49 1.41
C: 1.49 -2.75 0.62
C: -4.98 -2.55 0.80
C: 2.20 0.68 -1.35
H: -6.65 -3.82 1.17
C: 4.17 -3.11 0.07
Cl: -3.64 6.77 -0.03
Mn: -0.91 -0.36 -0.01
H: -4.53 -4.71 -2.45
P: 1.49 0.05 0.21
C: -3.79 -3.07 -1.26
Cl: -4.70 1.61 1.00
O: -1.89 1.23 0.22
C: -5.66 -4.37 -0.65
C: 3.31 2.10 3.90
C: -4.64 -4.12 -1.56
C: 3.33 -4.22 0.19
O: -2.72 -2.59 -1.95
H: -1.18 5.55 -0.78
H: 4.06 1.58 -0.72
F: 3.82 -5.45 0.02
C: 3.63 -1.84 0.13
C: -2.30 2.44 0.12
B: -2.19 -1.52 -1.23
F: 1.19 -5.08 0.67
C: 2.28 -1.62 0.37
H: 0.41 -0.11 -2.27
C: 1.36 0.43 -2.44
C: -3.95 -2.31 -0.09
H: 2.95 0.22 4.87
C: -1.85 4.79 -0.42
C: 3.38 1.38 -1.54
Cl: 0.14 2.99 -0.80
H: 2.04 -0.86 2.87
H: 1.03 0.67 -4.54
C: -1.45 3.48 -0.34
C: -3.14 5.12 -0.02
C: 1.99 -4.03 0.50


This record from OMol25 describes C6H9NOS in the gas phase at a distorted geometry. The level of theory is ωB97M-V/def2-TZVPD.

Output
Relative energy (zero: lowest compared OMol25 entry of this formula, charge and spin) = 69.1 kcal/mol
Energy = -762.0583 Eh
HOMO = -8.307 eV
Frontier orbital gap = 8.676 eV

Cartesian coordinates (Å):
H: 2.34 1.86 -1.06
C: 0.44 1.20 -0.12
N: -1.99 0.85 1.57
O: -3.27 0.56 1.94
H: -1.00 -2.14 -0.50
C: -1.63 -0.12 0.72
H: 2.08 -2.10 -0.25
H: -2.43 -0.96 0.67
C: -0.33 -0.11 0.15
S: 2.27 -0.18 -1.88
H: 1.09 -2.38 -1.89
C: 1.34 -1.67 -1.00
C: 1.89 0.93 -0.57
H: 0.52 1.85 0.74
H: -3.62 1.42 2.51
H: 2.54 0.58 0.26
H: -0.19 1.76 -0.83
C: -0.04 -1.36 -0.45


This record from OMol25 describes C5H9N in the gas phase at a distorted geometry. The level of theory is ωB97M-V/def2-TZVPD.

Output
Relative energy (zero: lowest compared OMol25 entry of this formula, charge and spin) = 74.0 kcal/mol
Energy = -250.5491 Eh
HOMO = -7.829 eV
Frontier orbital gap = 8.842 eV

Cartesian coordinates (Å):
C: -1.25 -1.96 -1.58
C: 2.06 1.68 0.53
H: 2.25 2.84 0.32
H: -2.15 -1.20 0.29
C: 0.92 1.32 1.20
H: 0.76 -0.83 1.14
H: 0.18 0.22 -1.15
N: -0.54 -0.01 -0.46
H: -0.76 0.06 1.60
C: 0.12 0.12 0.93
H: -0.78 -1.64 -2.54
H: -1.62 -3.04 -1.48
C: -1.42 -1.07 -0.57
H: 0.48 2.08 1.84
H: 2.81 1.00 0.15


Number 3 is which compound? C5H9N